(a)
Below is a cluster of 2 separate species, C4H6N2O2 in total, with properties calculated with the ωB97M-V functional and the def2-TZVPD basis.

Computed properties:
SMILES: C=N/C=C\N.O=C=O
HOMO-LUMO gap: 8.71 eV

Element x y z (Å)
C  0.6037  0.6855  -0.9594
C  -1.8683  0.6884  -2.0715
C  -0.1548  1.2780  1.1193
C  0.5161  -0.6814  -1.0102
N  0.1286  1.6035  -0.1092
N  -0.0898  -1.3550  -0.0122
O  -2.5395  0.5198  -1.1565
O  -1.3007  0.8396  -3.0594
H  1.0342  1.2452  -1.8834
H  -0.5903  2.0399  1.7841
H  0.2268  0.3129  1.5976
H  0.7473  -0.9479  -2.0936
H  -0.5334  -2.2402  -0.2803
H  -0.8959  -0.7340  0.3901

Löwdin population analysis, charges in e, atoms 1 to 8:
1. C -0.29
2. C -0.48
3. C -0.05
4. C -0.23
5. N -0.02
6. N 0.03
7. O 0.20
8. O 0.20

(b)
Below is a structure of composition C4H6N2O2, with properties calculated with the ωB97M-V functional and the def2-TZVPD basis.

Computed properties:
HOMO-LUMO gap: 9.53 eV

Element x y z (Å)
C  0.4715  -0.5305  0.2510
C  -0.8659  -0.0001  1.0662
C  -1.0349  1.4167  0.3644
C  -1.5361  2.0226  -0.6491
H  2.4442  1.8371  0.2248
H  2.2004  -0.9566  -0.3320
H  -0.7935  0.2845  2.3810
H  -1.8344  -0.9412  1.1704
H  -1.8670  3.1060  -1.0352
H  -1.2873  -2.4310  -0.8896
N  1.8750  -0.3524  0.3552
N  0.0470  -1.5741  -0.4477
O  2.0063  0.9929  -0.4359
O  -1.3217  -1.6012  -0.4474

Löwdin population analysis, charges in e, atoms 1 to 8:
1. C -0.32
2. C -0.15
3. C -0.16
4. C 0.05
5. H 0.21
6. H 0.07
7. H 0.16
8. H 0.21

Relative to the most stable structure, the computed energies are (a) 0.0; (b) 216.2, all in kcal/mol.

(a)
Below is an isolated molecule of C4H6N2O2, with properties calculated with the ωB97M-V functional and the def2-TZVPD basis.

Computed properties:
SMILES: [H]/N=C(/C=O)NC(C)=O
HOMO-LUMO gap: 8.39 eV

Element x y z (Å)
C  -1.8320  0.3228  -0.7180
C  -1.0272  0.8758  0.5118
C  1.1370  -0.4044  -0.2277
C  2.2627  -0.8756  0.7037
H  -3.0680  0.2648  -0.7187
H  -1.7434  -0.7719  -0.4929
H  -1.5437  0.2452  -1.7701
H  0.7969  1.0722  1.4907
H  -0.0721  -0.2000  -1.8346
H  3.0615  -1.5926  0.5433
N  0.3537  0.7373  0.5469
N  0.8556  -0.8545  -1.3379
O  -1.7091  1.0886  1.6594
O  2.5281  0.0922  1.6441

Löwdin population analysis, charges in e, atoms 1 to 8:
1. C -0.06
2. C -0.40
3. C -0.35
4. C 0.02
5. H 0.15
6. H 0.08
7. H 0.03
8. H 0.16

(b)
Below is an isolated molecule of C4H6N2O2, with properties calculated with the ωB97M-V functional and the def2-TZVPD basis.

Computed properties:
SMILES: CN[C@H](C#N)C(=O)O
HOMO-LUMO gap: 10.00 eV

Element x y z (Å)
C  2.1749  -1.6955  -0.0271
C  2.7742  0.8397  -0.1073
C  -0.7923  0.3184  -0.1279
C  1.4788  -0.4997  -0.3383
N  2.7556  -2.6426  0.2545
N  0.4243  -0.0968  0.5538
O  2.3175  1.5566  0.8618
O  3.7384  0.8987  -0.7839
H  -1.2135  -0.4705  -0.7628
H  -1.5371  0.6029  0.6118
H  -0.5678  1.1799  -0.7556
H  1.2339  -0.4238  -1.3974
H  1.4127  1.1583  1.1259
H  0.2307  -0.8219  1.2398

Löwdin population analysis, charges in e, atoms 1 to 8:
1. C -0.21
2. C -0.44
3. C -0.09
4. C -0.21
5. N 0.17
6. N -0.13
7. O 0.11
8. O 0.14

(c)
Below is a cluster of 2 separate species, C4H6N2O2 in total, with properties calculated with the ωB97M-V functional and the def2-TZVPD basis.

Computed properties:
HOMO-LUMO gap: 8.40 eV

Element x y z (Å)
C  -1.3741  -0.8076  0.1565
C  -1.0739  0.6675  0.5321
C  0.8050  1.0373  -0.6128
C  0.0009  -0.4812  0.7984
H  -0.7508  0.2040  -1.6220
H  -2.2616  -1.1416  0.7070
H  -1.6810  0.9805  1.4853
H  1.4373  1.3099  -1.4192
H  3.2770  -0.4473  0.0744
H  0.1364  -0.9293  1.7523
N  -0.4265  1.6101  -0.3866
N  1.1616  -0.0285  0.0519
O  -1.5110  -1.0687  -1.2519
O  2.2608  -0.9051  -0.2654

Löwdin population analysis, charges in e, atoms 1 to 8:
1. C -0.31
2. C -0.22
3. C -0.18
4. C -0.12
5. H 0.30
6. H 0.14
7. H 0.16
8. H 0.13

Relative to the most stable structure, the computed energies are (a) 83.6; (b) 0.0; (c) 154.6, all in kcal/mol.

(a)
Below is a cluster of 3 separate species, C3H12N2O3 in total, with properties calculated with the ωB97M-V functional and the def2-TZVPD basis.

Computed properties:
HOMO-LUMO gap (alpha / beta): 4.03 / 5.88 eV
charge: +1
⟨S²⟩: 1.324
multiplicity: 2

Element x y z (Å)
N  -0.8961  -0.0178  -1.0898
C  -1.0820  -0.6215  0.2296
C  -1.0393  -2.2053  0.0994
C  0.0361  -0.3698  1.3685
N  1.3346  -0.5586  0.6483
O  -0.0505  -1.2037  2.4584
H  -1.1915  0.9012  -1.0475
H  0.1520  0.0613  -1.4246
H  -2.0173  -0.2605  0.6561
H  -1.7096  -2.3523  -0.7234
H  -0.0428  -2.5073  -0.1982
H  -1.3074  -2.6415  1.0743
H  2.0791  -0.6960  1.4058
H  1.5994  0.2521  -0.0573
H  1.6085  1.5698  -2.4118
H  0.7844  2.2088  -0.6201
O  1.4608  1.2807  -1.4950
H  0.1610  0.7495  1.5717
H  0.1281  3.6821  -0.2884
O  -0.0076  2.7288  -0.1560

Löwdin population analysis, charges in e, atoms 1 to 8:
1. N 0.30
2. C -0.23
3. C 0.02
4. C -0.36
5. N 0.20
6. O 0.13
7. H 0.08
8. H 0.14

(b)
Below is a cluster of 3 separate species, C3H12N2O3 in total, with properties calculated with the ωB97M-V functional and the def2-TZVPD basis.

Computed properties:
HOMO-LUMO gap (alpha / beta): 9.78 / 4.94 eV
charge: +1
⟨S²⟩: 0.760
multiplicity: 2

Element x y z (Å)
N  2.8532  -0.4805  1.5461
C  1.9006  0.3280  0.9061
C  0.4955  -0.4481  0.7589
N  0.1763  -0.9990  -0.3989
C  -0.9499  -1.8347  -0.7863
O  -0.2714  -0.2629  1.6762
H  2.9554  -1.4609  1.2693
H  2.9509  -0.4676  2.5577
H  1.8223  1.2574  1.4725
H  2.2489  0.5334  -0.0980
H  0.8342  -0.8429  -1.1507
H  -1.6048  -1.2679  -1.4555
H  -0.4198  -2.5616  -1.4326
H  -1.4781  -2.4129  -0.0346
H  -2.6718  0.9259  4.1050
H  -1.5600  0.2793  3.1798
O  -1.8237  0.4494  4.0959
H  -2.2124  2.4873  -5.7308
H  -1.5143  3.4607  -4.7732
O  -1.7310  3.3177  -5.7071

Löwdin population analysis, charges in e, atoms 1 to 8:
1. N 0.19
2. C -0.07
3. C -0.38
4. N 0.05
5. C -0.01
6. O 0.19
7. H 0.15
8. H 0.15

Relative to the most stable structure, the computed energies are (a) 157.2; (b) 0.0, all in kcal/mol.

(a)
Below is a structure of composition C23H30N4O5, with properties calculated with the ωB97M-V functional and the def2-TZVPD basis.

Computed properties:
HOMO-LUMO gap: 7.89 eV

Element x y z (Å)
C  5.3426  -2.6342  0.3052
C  3.9437  -2.3528  0.5803
C  3.2034  -1.4668  1.3218
C  1.9610  -1.9444  1.2147
N  2.0326  -2.9699  0.3510
O  3.1247  -3.4049  0.0527
N  0.8575  -1.5773  1.9877
C  0.8538  -0.4532  2.6095
O  1.8429  -0.0164  3.1110
C  -0.5401  0.0599  3.1197
H  -0.7333  0.3338  4.0358
C  -1.0154  1.0738  1.9997
C  -0.9610  0.6737  0.7322
O  -1.7113  -0.4769  0.5091
N  -0.7751  1.4802  -0.3710
C  -0.2285  2.6290  0.0226
C  1.2903  2.8070  -0.1029
C  1.8359  3.9397  0.0072
C  1.0127  5.2473  0.1191
C  -0.3829  5.0314  0.4151
C  -0.9098  3.8389  0.1026
C  -2.5936  3.6500  0.3875
H  -3.0493  4.4697  -0.3859
H  -2.8757  3.9877  1.4390
H  -2.8587  2.8434  -0.1726
C  -1.0848  6.4170  0.6420
H  -1.4645  6.2306  1.6539
H  -0.5225  7.2232  0.6593
H  -1.7791  6.4531  -0.0539
H  1.5974  6.0961  0.4110
H  2.8172  4.0689  -0.2753
H  1.7950  1.8678  -0.5489
C  -0.9369  0.9321  -1.6004
H  -1.7909  0.5995  -1.8114
H  -0.4858  1.6351  -2.2797
C  -0.1557  -0.2823  -1.7343
O  1.1951  -0.2544  -1.2753
N  -0.5588  -1.3797  -2.2072
C  0.1826  -2.6292  -2.5394
H  0.9379  -2.7489  -1.8520
H  0.5495  -2.7225  -3.3710
C  -0.9045  -3.9056  -1.9838
H  -0.2296  -4.7904  -2.3019
O  -1.8094  -3.6812  -2.8518
C  -3.0873  -3.9082  -2.2279
C  -2.5334  -4.1561  -0.7094
H  -3.1788  -3.9477  0.1523
H  -2.3760  -5.2759  -0.6359
C  -1.2509  -3.5932  -0.8062
H  -0.5807  -4.2657  -0.0179
H  -1.3534  -2.5616  -0.4457
H  -3.7559  -4.4979  -2.6783
H  -3.6343  -2.6591  -2.0936
H  -1.3356  -1.2570  -2.6657
H  -1.9400  1.6735  2.6362
H  -0.4132  1.9369  2.3126
H  -1.2144  -0.8029  2.9893
H  -0.0943  -1.8369  1.4281
H  3.5735  -0.8111  1.9390
H  5.8463  -1.9281  1.1363
H  5.7882  -3.6185  0.3475
H  5.5216  -2.3880  -0.7313

Löwdin population analysis, charges in e, atoms 1 to 8:
1. C -0.03
2. C -0.23
3. C 0.05
4. C -0.28
5. N -0.01
6. O 0.06
7. N 0.18
8. C -0.53

(b)
Below is an isolated molecule of C23H30N4O5, with properties calculated with the ωB97M-V functional and the def2-TZVPD basis.

Computed properties:
SMILES: COc1ccc(NC(=O)CN2CCN(CC(=O)Nc3ccc(OC)c(OC)c3)CC2)cc1
HOMO-LUMO gap: 8.17 eV

Element x y z (Å)
C  1.0485  1.9674  4.7683
H  1.2732  0.9577  4.4135
O  -0.3301  2.2583  4.6687
C  -0.9355  2.0779  3.4697
C  -2.3232  2.2421  3.4461
C  -3.0363  2.0344  2.2853
C  -2.3752  1.6557  1.1224
C  -0.9935  1.5364  1.1306
C  -0.2732  1.7526  2.2901
H  0.7986  1.6520  2.2630
H  -0.4720  1.2634  0.2261
N  -3.0921  1.3833  -0.0711
C  -2.9902  0.2033  -0.7304
O  -2.3362  -0.7298  -0.3032
C  -3.6744  0.1723  -2.1007
N  -2.7362  -0.1536  -3.1673
C  -1.5562  0.6994  -3.0954
C  -0.5403  0.3252  -4.1686
N  -0.2180  -1.0707  -3.9897
C  1.0972  -1.4809  -4.4119
C  2.1047  -1.2002  -3.2756
O  3.2797  -0.9865  -3.4809
N  1.4903  -1.2538  -2.0725
C  1.9746  -1.0112  -0.7864
C  3.2699  -0.5970  -0.5308
C  3.6626  -0.3389  0.7755
C  2.7845  -0.4997  1.8315
C  1.4698  -0.9508  1.5758
C  1.0794  -1.1922  0.2725
H  0.0705  -1.5084  0.0583
O  0.6727  -1.1025  2.6691
C  -0.5981  -1.6862  2.4895
H  -1.2274  -1.1027  1.8128
H  -1.0523  -1.7043  3.4789
H  -0.5104  -2.7091  2.1099
O  3.0741  -0.2461  3.1482
C  4.3832  0.1443  3.4733
H  4.6487  1.0995  3.0067
H  5.1155  -0.6155  3.1814
H  4.3953  0.2590  4.5563
H  4.6733  -0.0081  0.9514
H  3.9641  -0.4718  -1.3441
H  0.4869  -1.4131  -2.1450
H  1.1078  -2.5588  -4.5954
H  1.4503  -0.9821  -5.3246
C  -1.3774  -1.8748  -4.2838
C  -2.4080  -1.5752  -3.1949
H  -3.3330  -2.1224  -3.3963
H  -2.0027  -1.9120  -2.2306
H  -1.1160  -2.9342  -4.2498
H  -1.8035  -1.6458  -5.2753
H  0.3598  0.9284  -4.0383
H  -0.9587  0.5210  -5.1702
H  -1.8836  1.7349  -3.2278
H  -1.0484  0.6162  -2.1212
H  -4.4633  -0.5833  -2.0953
H  -4.1184  1.1464  -2.3273
H  -3.7847  2.0562  -0.3628
H  -4.1104  2.1499  2.2808
H  -2.8230  2.5190  4.3607
H  1.2875  2.0471  5.8277
H  1.6481  2.6933  4.2093

Löwdin population analysis, charges in e, atoms 1 to 8:
1. C -0.07
2. H 0.08
3. O -0.08
4. C -0.27
5. C 0.00
6. C -0.02
7. C -0.24
8. C -0.01

Relative to the most stable structure, the computed energies are (a) 427.9; (b) 0.0, all in kcal/mol.

(a)
Below is a cluster of 2 separate species, CH6NS in total, with properties calculated with the ωB97M-V functional and the def2-TZVPD basis.

Computed properties:
HOMO-LUMO gap: 6.85 eV
charge: -1

Element x y z (Å)
S  0.4018  -1.6208  -1.3055
H  0.1873  -0.9875  -2.4820
C  -1.0655  1.3868  1.1839
N  0.3342  1.7774  1.5621
H  -1.2129  1.7559  0.1687
H  -1.1178  0.3021  1.1570
H  -1.7912  1.9003  1.8108
H  0.8343  1.8796  0.6797
H  0.8216  0.9517  1.8909

Löwdin population analysis, charges in e, atoms 1 to 8:
1. S -0.42
2. H -0.51
3. C -0.20
4. N -0.09
5. H 0.06
6. H 0.04
7. H 0.04
8. H 0.04

(b)
Below is a cluster of 2 separate species, CH6NS in total, with properties calculated with the ωB97M-V functional and the def2-TZVPD basis.

Computed properties:
HOMO-LUMO gap: 6.48 eV
charge: -1

Element x y z (Å)
N  1.0874  -2.3260  -0.2270
H  1.6001  -2.5467  -1.1414
H  1.8210  -2.2801  0.3933
H  0.7986  -1.3162  -0.1479
C  -1.1276  1.6739  0.2829
S  -0.0113  1.0330  -0.8441
H  -2.1707  1.5000  -0.1512
H  -1.1420  1.4310  1.3705
H  -0.8555  2.8310  0.4649

Löwdin population analysis, charges in e, atoms 1 to 8:
1. N -0.04
2. H 0.03
3. H -0.08
4. H -0.09
5. C -0.90
6. S 0.10
7. H -0.01
8. H -0.02

(c)
Below is a cluster of 2 separate species, CH6NS in total, with properties calculated with the ωB97M-V functional and the def2-TZVPD basis.

Computed properties:
HOMO-LUMO gap: 6.39 eV
charge: -1

Element x y z (Å)
S  -3.2124  0.4465  1.6034
H  -2.1454  0.3866  0.7931
C  0.6769  -0.4623  -0.7931
N  1.2042  0.2123  0.4071
H  0.0111  0.1606  -1.3943
H  0.1077  -1.3416  -0.5053
H  1.5200  -0.7732  -1.4209
H  1.3513  1.1892  0.1863
H  0.4866  0.1818  1.1238

Löwdin population analysis, charges in e, atoms 1 to 8:
1. S -0.41
2. H -0.56
3. C -0.21
4. N -0.08
5. H 0.06
6. H 0.07
7. H 0.05
8. H 0.04

Relative to the most stable structure, the computed energies are (a) 2.3; (b) 16.0; (c) 0.0, all in kcal/mol.